Here is a cluster of 6 separate species, C32H77BClFNO22P6 in total in a non-equilibrium geometry from the OMol25 dataset. Energies are from the ωB97M-V functional and the def2-TZVPD basis.

Structure (XYZ):
```
141
C32H77BClFNO22P6 | the OMol25 dataset | the ωB97M-V functional and the def2-TZVPD basis
Cl 6.66071 3.97332 1.59190
P -2.37788 3.82071 5.82842
P 1.63045 -2.12683 -3.90686
P -7.17311 -1.91612 -0.92037
P 6.29854 1.77294 1.99187
P -3.43049 1.14883 -3.82044
P -2.30562 -6.41050 -2.28883
F 8.79524 3.10420 -0.52490
O -3.03676 -5.07015 -2.68891
O -2.80098 -6.66023 -0.80552
O -2.95144 0.71160 -5.27857
O 2.81546 -2.69846 -3.01301
O -2.44595 4.76099 4.54356
O -4.09564 -0.17295 -3.26633
O -4.67722 2.09566 -4.08354
O -3.63069 4.30376 6.67502
O -2.38183 1.71998 -2.99118
O -2.32173 2.39412 5.53996
O -6.76672 -0.39630 -0.95894
O 2.21948 -0.80227 -4.54883
O 1.59034 -3.13436 -5.13012
O -8.75038 -1.87261 -1.07654
O 0.36878 -1.94969 -3.20610
O -3.08510 -7.54443 -3.10608
O -1.14991 4.38053 6.65606
O -6.93075 -2.29738 0.61079
O 3.91156 0.78925 0.71814
O -0.85943 -6.40268 -2.48154
O -6.50039 -2.79166 -1.87706
O 4.12415 1.69403 4.07807
N 5.80111 3.47175 4.44345
C -5.77284 1.60833 -4.86390
C 1.28964 2.84172 -2.85037
C 4.61927 4.26297 4.81027
C 2.67462 1.10903 0.21594
C -5.40638 -0.05149 -0.61782
C 1.30397 -4.51206 -4.85070
C 8.75435 2.08988 0.44737
C 6.52334 3.00646 5.62254
C 0.17909 1.80607 -0.79628
C 3.30123 -1.85575 -1.95008
C -1.29297 4.78916 3.68621
C 1.53762 0.81498 0.93753
C 7.39483 1.37918 0.45714
C 3.44022 -0.86119 -5.28940
C -4.93042 4.16673 6.09232
C -3.08908 -7.43996 -4.53060
C 9.89414 1.12665 0.05479
C 4.68127 2.00293 0.93934
C 1.62542 0.14040 2.29666
C -2.54016 1.74475 -6.17550
C 6.00461 -0.09384 2.29936
C -7.45954 -3.54045 1.07772
C 1.51631 -1.39653 2.23293
C 1.31301 2.11161 -1.52618
C 0.31177 1.16987 0.40992
C -4.46164 -4.96193 -2.50428
C -2.51273 -7.92364 -0.19708
C 0.49682 0.66864 3.22831
C 2.52596 1.74662 -0.99985
C -3.23645 -1.32018 -3.11697
C -9.51625 -1.02980 -0.21021
C -1.11495 5.76230 7.02246
B 5.31571 2.31446 3.62012
H -8.90590 -0.59007 0.57794
H 3.23145 -0.64146 -6.33544
H 9.67312 0.56696 -0.85521
H -6.64970 1.51688 -4.22506
H 2.56841 0.38322 2.79168
H -9.96715 -0.23340 -0.79922
H 2.02042 -5.12679 -5.39393
H -3.98557 -6.90586 -4.84874
H -2.15000 2.60991 -5.63795
H 0.76764 3.80108 -2.76536
H -3.05886 -1.49860 -2.05817
H -4.87782 3.95102 5.02565
H -2.28131 -1.17433 -3.61992
H 3.62974 -2.49398 -1.13418
H -0.64645 5.61542 3.98311
H -6.79626 -3.92397 1.84917
H -3.10769 -8.44498 -4.94625
H -0.16064 6.17774 6.70208
H 1.93418 -1.79002 3.17108
H 5.10448 -0.34062 2.87559
H 0.72445 0.53947 4.28719
H 3.88900 4.26602 3.99406
H 5.85256 2.47680 6.32920
H -2.20391 -6.91804 -4.89616
H -5.46630 5.10379 6.23524
H -4.88441 0.23791 -1.52968
H 3.91681 -1.83863 -5.21692
H -0.73604 3.85320 3.73365
H 4.14962 3.83926 5.71310
H 3.43591 1.98604 -1.54847
H 4.15015 -1.27564 -2.31241
H -0.61539 0.97307 0.93782
H -1.19893 5.84373 8.10479
H -5.97650 2.32732 -5.65689
H 9.02181 2.47133 1.43890
H 7.53042 1.68759 2.81159
H -5.46747 3.36484 6.59663
H 7.36228 2.37559 5.31274
H -4.90826 -4.63506 -3.44114
H 7.64371 0.31263 0.38637
H -1.63132 4.95076 2.66618
H 5.94973 -0.69396 1.38346
H 4.11978 -0.10896 -4.89091
H 10.79278 1.74750 -0.04517
H 2.31988 3.09834 -3.12202
H 6.93065 1.63657 -0.50434
H 2.11413 -1.83404 1.42788
H -5.42804 0.78405 0.07913
H 0.29872 -4.74616 -5.19686
H 0.87247 2.24396 -3.66577
H 6.95403 3.88801 6.11939
H -1.74416 -7.78920 0.56207
H -7.53286 -4.27263 0.27241
H 4.89771 5.31802 4.94583
H -0.80228 2.09940 -1.18964
H -4.88398 -0.88445 -0.14738
H 1.37864 -4.74092 -3.78876
H -3.39045 2.04760 -6.78945
H 4.35908 0.98270 4.68642
H 6.87080 -0.49599 2.84848
H -0.45151 0.20028 2.94814
H -1.91996 6.33041 6.55669
H -4.90752 -5.91425 -2.21600
H -10.30197 -1.63026 0.24683
H 4.03563 2.69249 1.51199
H -3.73561 -2.18576 -3.54670
H -5.55627 0.63985 -5.31393
H 4.94658 2.53706 0.02132
H -1.76093 1.34495 -6.81986
H 0.48204 -1.75407 2.19275
H -4.66746 -4.22447 -1.73669
H 10.05662 0.47830 0.92391
H -2.17540 -8.65984 -0.92615
H 2.52614 -1.17969 -1.58602
H -3.42403 -8.28797 0.27440
H -8.44732 -3.37119 1.50916
H 0.38045 1.73321 2.99745
```

- highest occupied orbital energy (eV) = -3.655
- net charge = -1
- calculated total energy (hartree) = -5609.0336
- multiplicity = 1



Here is a structure of composition C47H52BrCuGe2N5O4S2 from the OMol25 dataset. Energies are from the ωB97M-V functional and the def2-TZVPD basis.

Structure (XYZ):
```
114
C47H52BrCuGe2N5O4S2 | the OMol25 dataset | the ωB97M-V functional and the def2-TZVPD basis
Br 1.88412 -6.45823 2.25038
Ge -0.89335 1.83318 -0.01138
Ge 1.59914 2.30598 0.03985
Cu 1.38702 -0.80262 0.83784
S 0.02639 -1.21501 2.51234
S 4.88376 -1.78571 2.34083
O 5.11547 -1.11174 3.58102
O -4.99739 -5.11342 1.55553
O 2.90418 -0.19912 -0.30470
O 4.85218 -3.21839 2.29792
N 3.53118 -1.18708 1.60739
N 1.70686 -2.93534 0.17937
N -3.41614 -3.72368 0.72436
N -5.19492 -4.49268 -0.61125
N -0.78314 -1.87644 -0.99609
C 2.92874 -5.39970 -0.18451
C -2.14154 1.37795 1.42322
C 1.82077 0.28484 4.06892
C 7.26407 -0.08483 -1.06913
C -3.46356 0.75770 0.96477
C 3.43640 3.82527 1.69141
C 2.21892 0.84212 5.27429
C -5.18690 -1.14832 -2.19473
C 7.37501 -1.26857 1.04815
C -1.78467 2.30246 -2.75565
C -3.69557 6.80780 -0.37207
C -1.37731 6.16777 -0.32377
C 3.07691 -4.38711 -1.12047
C 2.14282 -5.14673 0.92111
C -0.64939 -2.59501 -2.10740
C -5.20768 -2.13166 -1.21933
C 6.00010 -1.18067 1.10225
C -1.38211 -3.74274 -2.35506
C -5.22954 -3.46853 -1.58420
C 5.26618 -0.56441 0.10964
C -5.21157 -0.39652 -4.60232
C 5.87839 -0.00713 -0.99672
C 1.55534 -3.90171 1.07861
C -2.49241 -3.39558 -0.28126
C -0.12848 -0.61425 5.13781
C -3.07127 4.51044 -0.05347
C -2.30769 -4.16683 -1.41803
C -4.05277 5.48339 -0.17624
C 0.64720 -0.45434 3.98984
C -5.29859 -2.81293 -3.89298
C 3.08415 3.38084 -2.18728
C 2.44895 -3.17773 -0.90272
C -1.69565 -2.26504 -0.11699
C 2.05284 2.29795 -1.86752
C -5.29120 -3.80682 -2.92951
C -1.71922 4.83044 -0.11794
C -1.39790 1.18014 -1.79173
C -0.67320 3.78160 0.01545
C 3.82745 -0.62723 0.45988
C -2.34946 7.14456 -0.44647
C 0.63322 4.00105 0.21356
C -4.57366 -4.47478 0.61784
C 7.99821 -0.70629 -0.06092
C -5.22697 -1.46645 -3.54705
C 1.44769 0.68062 6.41460
C 3.20961 2.41538 1.15530
C 0.27004 -0.04932 6.33751
H 4.03952 2.09588 0.52166
H -4.45583 7.57032 -0.46906
H -3.36914 3.48121 0.09636
H 2.61998 4.14338 2.33862
H 0.07985 -2.24236 -2.82528
H 0.96997 -3.65834 1.95596
H 9.07556 -0.74847 -0.14029
H 2.54399 -2.36240 -1.60779
H 2.41490 1.31456 -2.16271
H -0.33449 6.44455 -0.39967
H 3.14694 1.39513 5.31734
H 7.94265 -1.74890 1.83147
H -2.31479 2.32549 1.93510
H -2.87868 -5.07170 -1.56912
H 7.78205 0.34249 -1.91532
H -1.64137 0.72293 2.13277
H -5.09700 5.20324 -0.11788
H -0.54797 0.61511 -2.17723
H -5.87348 -5.23782 -0.68428
H -5.15220 -0.10826 -1.89258
H -5.34426 -3.09172 -4.93853
H -2.66458 2.85195 -2.42258
H -4.00220 0.32265 1.80953
H -2.05791 8.17356 -0.60902
H -1.04543 -1.18499 5.08645
H -2.20761 0.45769 -1.68703
H -4.95271 0.57053 -4.17431
H 5.29282 0.47384 -1.76743
H -3.31741 -0.03324 0.23408
H -6.18613 -0.29881 -5.08150
H 1.12733 2.48474 -2.41318
H -1.79968 -1.67344 0.78332
H 4.03785 3.18844 -1.69240
H -0.98357 3.03403 -2.86534
H 3.41720 -6.35516 -0.30501
H -0.34421 -0.18402 7.21781
H -5.31608 -4.84871 -3.21921
H 2.44318 0.40769 3.19482
H 4.35840 3.87365 2.27419
H -5.19991 -1.86225 -0.17380
H -4.13307 1.48590 0.50456
H -1.22187 -4.30515 -3.26339
H 2.74416 4.36571 -1.86127
H 3.28357 3.44825 -3.25875
H 3.51787 4.55672 0.88669
H -3.14778 -3.55021 1.68294
H -2.00320 1.90324 -3.74938
H 3.68174 -4.53098 -2.00335
H 3.16137 1.70833 1.98288
H 1.05723 4.99642 0.33631
H 1.76059 1.11326 7.35440
H -4.48628 -0.62479 -5.38272
```

- highest occupied orbital energy (alpha / beta) (eV) = -7.763 / -7.630
- calculated total energy (hartree) = -11561.6334
- energy relative to the best compared isomer or geometry (same formula, charge and spin) (eV) = 0.508
- multiplicity = 2



Here is a cluster of 8 separate species, C41H82IN8O7Si in total in a non-equilibrium geometry from the OMol25 dataset. Energies are from the ωB97M-V functional and the def2-TZVPD basis.

Structure (XYZ):
```
140
C41H82IN8O7Si | the OMol25 dataset | the ωB97M-V functional and the def2-TZVPD basis
I -4.46011 1.35523 -3.61955
Si 4.78283 -1.14814 -1.66932
O 2.84505 -0.33721 1.44640
O -1.60653 6.93594 1.96522
O 1.85465 -1.47355 6.89842
O 4.03797 2.85686 4.62087
O -8.99013 1.72238 -0.42736
O -1.46654 -3.23533 -6.05049
O -2.11024 1.83760 2.80767
N -9.65444 3.72119 0.33747
N 1.30464 0.81069 2.59111
N -3.79966 1.42073 1.40374
N -5.32616 -1.54670 -3.05320
N 0.05191 5.53885 2.52538
N 6.17628 2.23036 4.39901
N 2.56008 -3.48431 7.58523
N -0.85304 -1.82534 -7.67789
C -2.44742 -3.19362 -1.97694
C 7.60685 2.28694 4.61128
C -7.14480 -0.87152 -1.73812
C -1.75668 -2.65200 -7.09068
C -2.83531 1.01210 2.27205
C -5.88980 -0.33265 -3.76245
C -0.40134 6.73876 2.07328
C 1.45170 -2.82737 -1.51311
C 4.66956 0.64691 -0.92826
C 2.50894 -2.76673 -2.72307
C 4.79860 -2.40744 -0.22019
C -0.99869 -1.05345 -8.89427
C -5.91309 -1.91175 -1.92049
C 0.62426 1.33143 3.75733
C 0.68167 -3.35801 6.00711
C -3.09673 -2.81882 -7.75398
C -3.58709 -3.49690 -3.10888
C 0.61524 7.78951 1.71912
C -2.70079 -0.46310 2.53622
C -9.50651 5.09052 0.78545
C 3.28782 -1.36012 -2.85264
C 5.21475 3.04832 4.90547
C 9.10766 -2.11254 -2.73593
C 0.13670 -3.70851 -1.83223
C -4.74580 0.61230 0.67163
C 6.59798 -0.93702 -4.13491
C 1.42140 5.11015 2.72223
C -7.26726 3.34803 -0.09081
C 9.22993 -1.68877 -4.22446
C 1.73153 -2.69134 6.85372
C -8.68964 2.86185 -0.07709
C 2.57793 -4.92916 7.66953
C 6.45418 -1.36815 -2.63307
C 2.40018 0.01449 2.53739
C 5.64629 4.17139 5.80796
C 3.02850 -0.40763 3.83420
C -0.99618 -2.93915 -2.68078
C 7.95973 -1.08676 -4.90060
C -4.16414 -2.14536 -3.77734
C -7.13272 0.25934 -2.87604
C 7.75241 -1.95885 -1.97084
H 7.77540 -2.29027 -0.86754
H -1.97468 -1.19021 -9.35510
H -0.21989 -1.36480 -9.59321
H -3.29929 -1.42973 -3.97387
H 3.23722 -2.96523 8.12705
H -3.82845 2.42374 1.27799
H -1.89080 -0.63159 3.24641
H 0.36808 -4.72625 -2.29598
H 0.63296 2.42150 3.69912
H -2.46235 -0.99154 1.60975
H 4.52515 -1.83598 0.74245
H 6.14497 3.77207 6.69405
H -10.10358 5.73086 0.13313
H -0.68920 4.88573 2.74239
H 1.81067 -5.38780 7.04940
H 0.10117 -2.59666 5.48485
H 0.00269 -3.93807 6.63647
H -8.02405 -1.54730 -2.08939
H -6.14579 -0.68910 -4.83045
H 7.92597 1.33991 5.05180
H -3.70703 -3.50795 -7.16877
H 5.86228 -2.82403 -0.02874
H 10.01169 -2.53260 -2.18121
H -2.77400 -2.23752 -1.42921
H 3.56157 -5.27935 7.34928
H 4.76949 4.73358 6.13043
H -3.61403 -1.85761 -7.80524
H 1.26167 7.43208 0.91414
H 8.06032 -0.74723 -5.98705
H -2.43636 -4.10143 -1.28580
H 2.13909 5.88461 2.45997
H -0.85649 0.00133 -8.65005
H 0.10201 8.68798 1.37532
H -6.61726 2.54743 -0.44606
H 1.15259 -4.00407 5.26238
H 1.13399 -1.77805 -1.19507
H 7.89422 3.10632 5.26670
H -7.99806 0.31323 -3.62081
H -0.40577 0.98220 3.72928
H 1.59399 4.22775 2.10201
H 2.42108 -5.21400 8.71207
H -0.86646 -1.79480 -2.68873
H -9.89282 5.16150 1.80408
H 3.63679 -1.27332 -3.94945
H 2.48948 -0.53587 -2.69956
H 4.15298 1.32754 -1.70015
H -4.40858 -4.16613 -2.66686
H 5.80977 1.50104 3.80245
H -5.75425 0.92794 0.94942
H 4.13905 -3.32095 -0.40841
H 3.22336 -3.66957 -2.63073
H -8.47009 5.42084 0.76730
H 5.70736 -0.50385 -4.71625
H 3.36648 0.47028 4.39017
H -0.33827 -3.93575 -0.79960
H -2.97189 -3.23512 -8.75596
H -3.09749 -4.08443 -3.96287
H 6.31341 4.85038 5.27173
H 0.02197 -1.76491 -7.17493
H 5.75570 0.99001 -0.72252
H 8.09299 2.40969 3.64111
H 1.54565 4.83854 3.77259
H -10.58298 3.32180 0.31851
H -5.60913 -2.77080 -1.23853
H 10.24023 -1.80611 -4.76354
H -7.48184 -0.61796 -0.67719
H -6.90449 1.25489 -2.35205
H -4.59430 0.79676 -0.39581
H -3.62498 -0.85414 2.96836
H 0.94107 1.05274 1.67961
H -1.02091 -3.27416 -3.77775
H 2.31500 -0.98168 4.42957
H 4.08323 0.54514 0.04942
H -4.62829 -0.45014 0.87814
H 1.91896 -2.91203 -3.69443
H 1.96438 -3.33558 -0.61879
H 1.09150 1.01333 4.68772
H 3.89373 -1.04036 3.62956
H -7.16679 4.19994 -0.76715
H -6.95309 3.62592 0.91803
H -4.56573 -2.46476 -4.81612
H 1.21166 8.04765 2.59717
```

- highest occupied orbital energy (eV) = -9.498
- net charge = +1
- calculated total energy (hartree) = -3162.9720
- multiplicity = 1